1.
# C6H11N2O6

A cluster of 2 separate species, C6H11N2O6 in total in a non-equilibrium geometry (ωB97M-V/def2-TZVPD, the OMol25 dataset).

Last column: natural (NBO) charge in e.
Atoms and positions in Å:
C -0.5883 0.8774 -3.3132  0.76
C 1.2863 1.5573 -1.0169  0.71
C -0.4778 -1.1627 1.0302  -0.28
C -0.8858 0.5998 -1.7931  -0.09
C 0.4575 -0.0890 0.9336  0.06
C 0.4511 0.3755 -1.2651  0.15
N 0.4554 0.9826 1.7687  -0.81
N -0.4702 -1.7978 2.3175  -0.84
O -0.0982 -0.0642 -3.9559  -0.77
O 2.6830 1.2443 -0.9213  -0.72
O -0.8401 2.0675 -3.6550  -0.75
O 0.9417 2.6738 -0.7429  -0.59
O -1.5824 1.7097 -1.1621  -0.75
O 1.1028 -0.7188 -1.8312  -0.79
H -1.4443 -0.7738 0.8538  0.17
H -0.3130 -1.9958 0.2592  0.21
H -1.5543 -0.2723 -1.8093  0.19
H 1.4809 -0.4247 0.9245  0.17
H 1.2455 1.5489 1.5525  0.38
H -0.3152 1.5325 1.4385  0.38
H 0.8828 -0.8296 -2.8286  0.53
H -0.7626 -1.1180 2.9390  0.35
H -1.0056 -2.6865 2.3506  0.36
H -1.5339 2.4376 -1.8171  0.51
H 2.6861 0.3762 -1.1931  0.48

- Total charge: -1
- Energy relative to the best compared isomer or geometry (same formula, charge and spin): 18.6 kcal/mol


2.
# C47H123N5O15

A cluster of 12 separate species, C47H123N5O15 in total in a non-equilibrium geometry (ωB97M-V/def2-TZVPD, the OMol25 dataset).

Last column: Mulliken charge in e.
Atoms and positions in Å:
C 6.8974 -5.1364 -3.7176  -0.77
O 5.5488 -4.7109 -3.6829  -0.40
C 5.2612 -3.8919 -2.5719  -0.82
C 3.7992 -3.6120 -2.6034  0.25
N 2.9424 -4.7930 -2.3903  -0.44
C 1.5279 -4.3704 -2.3924  0.57
C 0.6046 -5.5747 -2.1797  -0.81
O -0.7569 -5.2731 -2.2855  -0.10
C -1.6137 -6.3850 -2.0369  -0.91
H 7.1119 -5.7590 -2.8490  0.29
H 7.4915 -4.2259 -3.7965  0.32
H 7.1616 -5.6460 -4.6442  0.28
H 5.7927 -2.9403 -2.5586  0.55
H 5.5637 -4.4146 -1.6645  0.17
H 3.5184 -3.1695 -3.5592  0.36
H 3.6057 -2.8083 -1.8930  -0.18
H 3.1106 -5.4434 -3.1444  0.33
H 1.3313 -3.7966 -3.2980  0.37
H 1.3033 -3.6312 -1.6235  -0.80
H 0.8150 -5.9989 -1.1979  0.35
H 0.8086 -6.3697 -2.8969  0.40
H -2.6443 -6.0584 -2.1757  0.26
H -1.5534 -6.8388 -1.0477  0.30
H -1.5123 -7.1192 -2.8361  0.39
C -6.3832 2.1694 -2.9196  -0.87
O -5.5615 1.5946 -1.9196  -0.28
C -5.7961 2.1122 -0.6174  -1.09
C -4.7159 1.6736 0.4330  0.23
N -4.5451 0.2360 0.3403  -0.49
C -3.3151 -0.1930 1.0298  -0.04
C -2.9572 -1.5748 0.5928  -0.72
O -2.7115 -1.5038 -0.8284  0.04
C -2.2905 -2.7849 -1.3768  -0.40
H -6.1418 3.2215 -3.0708  0.21
H -7.4044 2.1460 -2.5392  0.41
H -6.3782 1.6786 -3.8928  0.25
H -6.8108 1.8166 -0.3508  0.56
H -5.7027 3.1980 -0.6376  0.30
H -4.9011 1.9170 1.4792  0.57
H -3.8174 2.2042 0.1178  -0.44
H -4.5245 -0.0936 -0.6141  0.44
H -3.4637 -0.2846 2.1057  0.43
H -2.3709 0.3503 0.9920  -0.22
H -3.8089 -2.2325 0.7669  0.67
H -2.1359 -2.0484 1.1305  -0.03
H -1.3400 -3.0535 -0.9159  0.16
H -2.0800 -2.5961 -2.4295  -0.45
H -3.0440 -3.5667 -1.2816  0.56
C -1.9764 4.4749 2.2701  -1.05
O -1.8878 3.4671 1.2839  0.15
C -0.7733 3.6069 0.3760  -1.59
C -0.5534 2.3297 -0.4467  0.01
N 0.2924 1.3300 0.2400  1.98
C 0.4620 0.1917 -0.6791  -0.17
C 1.3072 -0.9072 -0.0547  0.25
O 0.6071 -1.5358 1.0166  0.71
C 1.2811 -2.6060 1.5523  0.22
H -2.2526 5.4767 1.9410  0.22
H -1.0969 4.4861 2.9138  0.27
H -2.7464 4.2034 2.9922  0.37
H 0.1437 3.8592 0.9084  0.40
H -0.9429 4.4341 -0.3133  0.33
H -0.0186 2.5475 -1.3712  0.74
H -1.5320 1.9756 -0.7705  -0.36
H -0.2694 1.0099 1.0159  -0.85
H 0.9564 0.5663 -1.5754  0.33
H -0.4967 -0.2149 -1.0008  -0.68
H 2.2045 -0.4135 0.3185  0.17
H 1.5698 -1.6954 -0.7604  -0.58
H 2.3275 -2.4924 1.8354  -0.41
H 1.2808 -3.3458 0.7517  -0.20
H 0.8146 -3.0017 2.4545  -0.24
C 0.3416 -4.3358 5.4898  -1.09
C -1.0098 -4.9100 4.9813  1.01
C -0.7685 -6.2064 4.1773  -0.92
O -0.1501 -5.9964 2.9197  -0.33
C -1.0593 -5.6160 1.8568  -0.21
N -1.7404 -5.2492 6.1603  -0.81
H 0.8402 -3.8667 4.6417  -0.08
H 0.9458 -5.1224 5.9418  0.42
H 0.1278 -3.5800 6.2456  0.37
H -1.5083 -4.1734 4.3511  0.03
H -1.7325 -6.7052 4.0766  0.38
H -0.0885 -6.8636 4.7193  0.31
H -1.4858 -6.5808 1.5821  0.36
H -0.5175 -5.1526 1.0322  -0.28
H -1.8558 -4.9450 2.1783  0.30
H -2.6651 -5.5872 5.9348  0.28
H -1.9720 -4.3884 6.6352  0.28
C -1.4732 2.5601 -4.9280  -1.49
C -2.4598 1.7229 -4.2072  0.32
C -2.1270 0.2847 -3.8488  0.98
O -1.8664 -0.3996 -5.0416  -0.48
C -1.5188 -1.7379 -4.9061  -0.75
N -2.9540 2.4978 -3.0269  0.54
H -1.2257 2.1054 -5.8872  0.38
H -0.5270 2.7057 -4.4070  0.15
H -1.8217 3.5843 -5.0614  0.28
H -3.4302 1.6456 -4.6975  0.30
H -2.9847 -0.1596 -3.3438  0.39
H -1.2807 0.2507 -3.1627  -0.69
H -2.3201 -2.3615 -4.5097  0.42
H -0.6844 -1.7346 -4.2046  0.03
H -1.3549 -2.1418 -5.9052  0.35
H -3.6550 1.9953 -2.5014  -0.55
H -3.2551 3.4195 -3.3096  0.00
C 5.6916 -1.5288 0.4285  -0.06
C 6.9565 -2.1266 1.1200  0.53
C 6.9266 -3.6918 1.0708  -1.47
O 8.1247 -1.6583 0.4950  -0.60
H 5.8905 -0.4739 0.2398  0.38
H 4.7957 -1.7156 1.0206  -0.18
H 5.4115 -2.0577 -0.4825  -0.33
H 7.0572 -1.8637 2.1730  0.24
H 5.9597 -4.0530 1.4212  0.27
H 7.7591 -4.1075 1.6385  0.40
H 7.0362 -3.9943 0.0294  0.43
H 8.8312 -2.1051 0.9671  0.36
C -3.8894 5.8910 -1.5906  -1.01
C -3.3871 6.1085 -3.0105  0.50
C -1.8658 6.0105 -3.1827  -1.04
O -3.9720 5.0063 -3.8413  -0.61
H -3.7014 6.8409 -1.0901  0.45
H -3.3025 5.1974 -0.9886  -0.15
H -4.9445 5.7210 -1.3758  0.35
H -3.7307 7.1002 -3.3044  0.46
H -1.5342 6.4176 -4.1379  0.36
H -1.5335 4.9726 -3.1592  0.04
H -1.3472 6.4900 -2.3525  0.40
H -3.8274 5.2925 -4.7461  0.27
C -1.2669 -0.7796 4.6003  -1.00
C -0.2012 0.2936 4.3905  2.27
C -0.7614 1.5997 3.8669  -1.34
O 0.2219 0.6122 5.7520  -0.71
H -1.5972 -1.0184 3.5894  -0.09
H -2.1295 -0.4424 5.1750  0.51
H -0.8192 -1.6859 5.0081  0.00
H 0.6676 -0.0219 3.8128  -0.77
H -1.4952 2.0091 4.5612  0.43
H -1.1993 1.6111 2.8688  0.03
H -0.0251 2.4023 3.8224  0.27
H 0.8930 1.2948 5.6791  0.40
C -5.6038 6.4800 2.4522  -0.98
C -4.7000 7.1364 3.4728  0.75
C -5.0010 8.5870 3.6644  -1.41
O -4.9157 6.4802 4.7139  -0.58
H -6.6659 6.5486 2.6878  0.40
H -5.3342 5.4240 2.4339  0.16
H -5.3195 6.9656 1.5187  0.24
H -3.6464 6.9945 3.2323  0.09
H -5.9927 8.6709 4.1087  0.34
H -4.9294 9.2269 2.7849  0.34
H -4.3584 8.9961 4.4441  0.36
H -4.1096 6.6381 5.2106  0.35
C 1.1822 -0.2482 -7.4026  -1.45
C 1.8113 0.6403 -6.3230  0.68
C 1.9763 -0.1461 -5.0318  -0.57
O 3.0546 1.1756 -6.7170  -0.63
H 1.7075 -1.1802 -7.6113  0.35
H 1.0897 0.2585 -8.3631  0.41
H 0.1592 -0.5302 -7.1535  0.22
H 1.1734 1.5015 -6.1241  0.18
H 1.1698 -0.8472 -4.8171  -0.06
H 2.0938 0.6209 -4.2663  0.24
H 2.8282 -0.8206 -5.1170  0.36
H 3.2110 1.9818 -6.2199  0.36
C 3.0082 3.4607 -0.1143  -1.16
C 3.3596 3.0145 1.3381  1.08
C 3.8807 4.1502 2.1738  -1.58
O 2.2115 2.5574 1.9454  -0.38
H 2.2515 4.2443 -0.1523  0.24
H 2.5950 2.6605 -0.7284  0.13
H 3.8697 3.9020 -0.6154  0.51
H 4.1008 2.2153 1.3321  -0.14
H 4.7973 4.5283 1.7210  0.42
H 4.0797 3.9151 3.2194  0.35
H 3.1202 4.9305 2.2056  0.32
H 1.6113 2.2280 1.2725  0.07
C 4.4460 -2.8404 4.3164  -0.73
C 4.6194 -1.3116 4.3615  0.88
C 3.3365 -0.5359 4.0487  -0.59
O 5.1160 -0.9745 5.6742  -0.60
H 5.0229 -3.2943 5.1222  0.60
H 4.8304 -3.2693 3.3910  -0.10
H 3.4176 -3.1370 4.5224  -0.04
H 5.3863 -1.0258 3.6416  0.00
H 2.7553 -1.0441 3.2793  -0.30
H 3.5617 0.4751 3.7090  0.14
H 2.8105 -0.5233 5.0033  0.41
H 5.8602 -1.5501 5.8650  0.35

- Structure (SMILES): COC[C@H](C)N.COC[C@H](C)N.COCCNCCOC.COCCNCCOC.COCCNCCOC.CC(C)O.CC(C)O.CC(C)O.CC(C)O.CC(C)O.CC(C)O.CC(C)O
- Energy relative to the best compared isomer or geometry (same formula, charge and spin): 0.0 kcal/mol


3.
# C26H65F3NO26S7

A cluster of 10 separate species, C26H65F3NO26S7 in total in a non-equilibrium geometry (ωB97M-V/def2-TZVPD, the OMol25 dataset).

Last column: Mulliken charge in e.
Atoms and positions in Å:
N -1.2028 -0.9090 0.1296  5.14
H -1.3677 -0.9966 1.1222  -0.62
H -1.7994 -1.5979 -0.3057  -0.63
H -0.2883 -1.2825 -0.0806  -0.73
H -1.3318 0.0534 -0.1484  -0.47
C -2.3873 -3.8698 -0.2783  0.25
O -2.3792 -3.5556 0.9085  -0.59
O -2.4385 -5.1142 -0.4878  -0.91
O -2.1251 -3.0796 -1.2192  -0.75
O -4.2775 0.5798 0.6037  -0.29
S -4.7774 0.3922 -0.7522  0.96
O -5.7680 1.2567 -1.3584  -0.69
O -3.4557 0.2004 -1.6991  0.06
C -3.5907 -0.1061 -3.0480  -0.57
C -2.2581 -0.3160 -3.7232  -0.54
C -5.4385 -1.3077 -0.8230  -1.07
H -4.0927 0.6900 -3.5980  0.33
H -4.1388 -1.0402 -3.1712  0.41
H -1.5766 0.4796 -3.4219  -0.33
H -2.3093 -0.4223 -4.8068  0.46
H -1.7898 -1.2180 -3.3294  0.09
H -4.6663 -2.0681 -0.7064  0.21
H -5.8525 -1.4914 -1.8144  0.48
H -6.2072 -1.4638 -0.0662  0.36
O 1.5276 -3.1079 3.1752  -0.84
S 1.4882 -3.2394 1.7336  1.30
O 1.1768 -2.0735 0.9034  -0.65
O 3.0266 -3.7259 1.3557  -0.48
C 4.0091 -2.7365 1.5835  0.63
C 5.4087 -3.3086 1.3997  -1.73
C 0.5184 -4.7001 1.1507  -0.97
H 4.0140 -2.3367 2.5975  0.33
H 3.7629 -1.9690 0.8497  -0.18
H 5.5497 -3.9975 2.2325  0.47
H 6.2180 -2.5785 1.4046  0.35
H 5.4971 -3.9172 0.4997  0.34
H 0.2471 -4.5414 0.1070  0.17
H -0.3033 -4.9067 1.8364  0.24
H 1.1752 -5.5699 1.1644  0.50
O 1.2281 2.2505 4.5899  -0.69
S 2.0196 2.0273 3.3980  1.26
O 2.3859 3.0268 2.4486  -0.58
O 3.4855 1.3548 3.9625  -0.42
C 4.6963 1.5538 3.2097  0.27
C 5.9252 0.8324 3.6796  -1.37
C 1.3606 0.4832 2.6539  0.43
H 4.7992 2.6385 3.2416  0.31
H 4.5974 1.4042 2.1346  0.02
H 6.7876 0.9952 3.0332  0.38
H 5.8349 -0.2538 3.6761  0.26
H 6.0520 1.1244 4.7221  0.34
H 0.9584 0.6920 1.6626  -0.60
H 0.6326 -0.0183 3.2915  0.05
H 2.2865 -0.0705 2.4982  0.06
O -3.0351 3.4617 1.3047  -0.76
S -1.9368 2.6691 1.8129  0.92
O -1.2862 1.6446 1.0168  -0.59
O -0.7558 3.6215 2.5030  0.29
C -1.1021 4.6267 3.4094  -0.31
C 0.1051 5.4795 3.6717  -1.09
C -2.5363 1.7896 3.3879  -0.49
H -1.3675 4.1635 4.3597  0.27
H -1.9418 5.2650 3.1347  0.37
H -0.0039 5.9833 4.6321  0.38
H 0.3392 6.1887 2.8777  0.31
H 0.9971 4.8549 3.7201  0.12
H -1.6524 1.5291 3.9700  0.33
H -3.0398 0.8866 3.0427  -0.42
H -3.2092 2.4035 3.9866  0.60
O -1.3286 -1.4520 2.7455  -0.58
S -1.8766 -1.8846 4.0197  1.20
O -1.2802 -1.3453 5.1990  -0.76
O -3.4557 -1.5316 4.1043  -0.53
C -4.1744 -1.8358 2.9693  0.58
C -5.5409 -1.1965 3.1402  -1.53
C -1.9094 -3.7258 4.1726  -0.94
H -4.2929 -2.9147 2.8690  0.50
H -3.7276 -1.5295 2.0235  -0.32
H -6.2691 -1.4710 2.3771  0.33
H -5.5449 -0.1072 3.1784  0.19
H -6.0141 -1.5175 4.0682  0.45
H -0.9005 -4.1275 4.0777  0.24
H -2.5574 -4.1061 3.3829  0.26
H -2.4622 -4.0230 5.0637  0.42
O 0.7209 0.6558 -1.5118  0.14
S 1.9861 1.3257 -1.2042  0.54
O 2.9938 0.8040 -0.2591  -0.51
O 2.7822 1.6005 -2.6545  -0.33
C 2.0618 1.8878 -3.8405  0.37
C 2.3337 0.8130 -4.8522  -1.31
C 1.7387 3.0593 -0.7239  -0.58
H 2.4022 2.8534 -4.2142  0.42
H 0.9927 2.0480 -3.7009  -0.32
H 2.0861 -0.1975 -4.5270  0.21
H 3.4050 0.8821 -5.0410  0.35
H 1.7722 1.0214 -5.7629  0.42
H 2.7364 3.4979 -0.7098  0.51
H 1.2912 3.0875 0.2696  -0.13
H 1.1243 3.6596 -1.3950  0.16
O 2.5609 -2.8649 -4.8131  -0.65
S 2.2828 -3.3987 -3.4995  1.26
O 2.0280 -4.8338 -3.3222  -0.65
O 3.4868 -2.9539 -2.4168  -0.30
C 4.3666 -1.8675 -2.7700  0.33
C 5.4880 -1.7698 -1.7728  -1.25
C 0.8344 -2.4622 -2.8238  -0.06
H 3.9200 -0.8903 -2.9533  -0.09
H 4.9034 -2.1638 -3.6712  0.39
H 6.3392 -1.2844 -2.2503  0.52
H 5.8403 -2.7821 -1.5746  0.32
H 5.2498 -1.1727 -0.8926  0.06
H 1.0449 -1.3959 -2.7414  -0.32
H 0.6343 -2.9450 -1.8673  -0.21
H -0.0280 -2.6828 -3.4528  0.57
C -1.6530 3.4776 -2.1078  -0.37
C -2.9497 3.4054 -2.9487  -0.91
O -2.6960 3.0079 -4.2721  -0.21
C -1.9710 3.7445 -5.1386  0.34
O -1.5425 4.8288 -4.9068  -0.55
C -1.6455 3.0332 -6.4257  0.88
F -2.2785 3.6332 -7.4547  -0.27
F -0.3529 3.1111 -6.5882  -0.25
F -1.9874 1.7464 -6.3882  -0.21
H -0.8463 4.1335 -2.4352  0.55
H -1.3405 2.4487 -1.9298  -0.05
H -2.0705 3.8795 -1.1846  0.22
H -3.4284 4.3835 -2.9965  0.51
H -3.7034 2.6915 -2.6166  0.26

- Total charge: -1


| no. | orbital gap (eV) | energy (hartree) | lowest unoccupied orbital energy (hartree) |
| --- | --- | --- | --- |
| 1 | 7.54 | -796.2039 | 0.120 |
| 2 | 8.54 | -3266.6363 | 0.015 |
| 3 | 4.26 | -6127.4945 | 0.065 |